Entry 1:
C4H5NO2 | ωB97M-V with the def2-TZVPD basis set

The HOMO energy comes out at -9.0 eV. The total energy comes out at -9809.948 eV. Its energy above the lowest of the compared OMol25 structures with the same formula, charge and spin is 421.4 kJ/mol. For the HOMO-LUMO gap, the calculation gives 9.436 eV. The value obtained for the LUMO energy is 0.4 eV. As for the charge: 0. Its SMILES is Cc1oncc1O.

```
12
C4H5NO2 (ωB97M-V with the def2-TZVPD basis set)
H -2.466 -0.111 -0.816
C 0.755 0.463 -0.127
N 0.429 -1.713 0.020
C -0.543 0.246 0.111
H 0.776 2.379 -0.343
C -2.041 0.747 0.037
H -2.604 0.459 0.874
O -0.868 -1.057 -0.011
H -2.045 1.761 -0.429
O 1.342 1.646 0.089
C 1.347 -0.788 -0.056
H 2.436 -1.220 0.163
```



Entry 2:
C16H30B2I3N2O8 | ωB97M-V with the def2-TZVPD basis set

The HOMO energy comes out at -10.8 eV. The total energy comes out at -62087.185 eV. Its energy above the lowest of the compared OMol25 structures with the same formula, charge and spin is 29.8 kJ/mol. For the HOMO-LUMO gap, the calculation gives 5.966 eV. The value obtained for the LUMO energy is -4.9 eV. As for the charge: +1.

```
61
C16H30B2I3N2O8 (ωB97M-V with the def2-TZVPD basis set)
H 3.907 3.169 -4.049
C -0.212 1.061 5.802
H 2.765 2.072 6.274
H 0.919 0.256 3.244
N -2.123 -3.870 -1.437
H 3.238 7.055 -3.429
O -5.757 -2.070 -2.995
C -2.433 -5.296 1.037
C -5.948 -0.976 -0.693
O -2.045 -6.028 -0.136
H 3.147 1.581 -3.751
B -1.960 -5.413 -1.310
C -0.056 -0.737 -1.661
C -2.543 -1.239 -1.707
H -5.806 0.098 -0.728
O 1.963 3.226 -3.305
B -5.149 -1.721 -1.811
C -1.225 -1.687 -1.598
H -2.675 -6.025 1.798
C 2.712 4.956 -1.770
H -1.612 -4.698 1.420
H 0.943 -1.517 3.159
H 2.286 -0.589 2.464
H -0.413 0.277 -1.756
C 2.969 2.610 -4.088
O 3.878 5.322 -2.486
O 2.217 -0.738 4.529
O 0.410 -0.705 0.659
I 2.957 -0.689 -0.816
H 0.527 -0.954 -2.552
I -2.994 0.773 -1.947
C 1.560 -0.629 3.283
H -6.110 -2.967 -2.922
O -1.698 -6.103 -2.438
H 3.872 0.143 5.322
C 2.146 1.232 5.944
H 2.881 5.540 -4.303
H 2.915 5.125 -0.707
H 3.101 1.073 4.026
H 4.545 6.150 -4.214
I 0.796 -3.989 -1.304
H -0.114 -0.008 5.597
H -5.735 -1.373 0.297
C 2.908 0.447 4.903
C 0.829 -0.732 -0.429
H 1.863 5.584 -2.057
H 1.936 0.604 6.814
H 2.616 2.585 -5.117
O 0.946 1.775 5.412
H -3.314 -4.686 0.873
C -3.604 -2.171 -1.669
N -3.386 -3.455 -1.523
H 3.232 2.870 -1.700
C 2.378 3.497 -1.973
H -7.003 -1.152 -0.887
H -2.076 -5.735 -3.242
H 1.541 3.233 -1.315
C -1.056 -3.078 -1.458
H -1.049 1.456 5.228
H -0.418 1.209 6.867
C 3.609 6.053 -3.670
```



Entry 3:
C5H8O | ωB97M-V with the def2-TZVPD basis set

The HOMO energy comes out at -8.6 eV. The total energy comes out at -7359.262 eV. Its energy above the lowest of the compared OMol25 structures with the same formula, charge and spin is 288.8 kJ/mol. For the HOMO-LUMO gap, the calculation gives 9.755 eV. The value obtained for the LUMO energy is 1.2 eV. As for the charge: 0. Its SMILES is C=COC1CC1.

```
14
C5H8O (ωB97M-V with the def2-TZVPD basis set)
O 0.084 -1.308 0.688
H 2.258 -0.366 -1.532
C 0.333 0.806 -1.172
H -1.873 0.216 0.196
C -1.553 0.237 1.227
H 0.120 1.725 -0.633
H 0.099 0.880 -2.241
H -1.996 0.954 1.890
C 1.556 0.019 -0.807
H 1.997 0.343 0.133
C -0.664 -0.669 1.612
H -0.475 -0.976 2.644
H -0.155 -1.314 -1.348
C 0.242 -0.633 -0.609
```



Entry 4:
C3H8S | ωB97M-V with the def2-TZVPD basis set

The HOMO energy comes out at -9.3 eV. The total energy comes out at -14072.463 eV. Its energy above the lowest of the compared OMol25 structures with the same formula, charge and spin is 333.7 kJ/mol. For the HOMO-LUMO gap, the calculation gives 6.679 eV. The value obtained for the LUMO energy is -2.7 eV. As for the charge: 0.

```
12
C3H8S (ωB97M-V with the def2-TZVPD basis set)
C -0.531 -0.322 -0.485
H -0.947 -0.028 1.676
H -0.443 -1.696 1.158
H 1.095 1.064 -0.739
H -0.127 1.275 -1.943
H 0.007 -1.154 -0.951
H 0.732 -0.489 1.354
H -0.432 1.867 -0.345
S 2.535 -0.483 0.937
H -1.569 -0.442 -0.777
C 0.014 1.030 -0.888
C -0.335 -0.622 1.004
```



Entry 5:
C7H19NO2Sn | ωB97M-V with the def2-TZVPD basis set

The HOMO energy (spin up / spin down) comes out at -20.0 / -20.0 eV. The total energy comes out at -18947.738 eV. The spin multiplicity is 2. For the HOMO-LUMO gap (spin up / spin down), the calculation gives 5.509 / 5.115 eV. The value obtained for the LUMO energy (spin up / spin down) is -14.5 / -14.9 eV. As for the charge: +3.

```
30
C7H19NO2Sn (ωB97M-V with the def2-TZVPD basis set)
H 13.394 7.899 11.810
C 12.319 7.991 11.965
H 14.706 6.087 15.269
C 8.000 9.056 10.143
H 12.554 6.737 15.250
H 7.700 7.818 12.457
H 6.086 8.521 11.029
O 14.037 7.813 14.267
H 10.269 6.483 14.110
C 14.851 6.666 14.357
H 8.169 9.744 10.971
C 12.646 7.504 14.480
H 9.932 7.606 13.107
H 12.125 8.420 14.758
H 12.291 9.037 12.270
C 6.515 6.966 9.689
H 7.285 6.565 9.029
H 5.845 7.484 9.002
H 11.844 7.741 11.016
H 14.780 6.025 13.479
H 12.467 6.131 12.856
Sn 8.488 4.649 12.663
H 15.908 6.933 14.358
C 6.995 8.030 10.680
C 12.002 7.078 13.130
H 8.921 8.555 9.845
O 7.571 7.254 11.691
H 7.443 9.542 9.341
H 5.976 6.120 10.116
N 10.550 6.812 13.197
```



Entry 6:
C24H42BClN13O2 | ωB97M-V with the def2-TZVPD basis set

The HOMO energy comes out at -12.1 eV. The total energy comes out at -62228.354 eV. Its energy above the lowest of the compared OMol25 structures with the same formula, charge and spin is 0.0 kJ/mol. For the HOMO-LUMO gap, the calculation gives 9.017 eV. The value obtained for the LUMO energy is -3.1 eV. As for the charge: +1.

```
83
C24H42BClN13O2 (ωB97M-V with the def2-TZVPD basis set)
H 2.886 3.871 2.046
H 0.273 -2.305 -3.525
H -3.031 -2.563 -0.464
H 1.242 -0.278 -1.016
H 10.278 -2.048 -3.286
H -10.120 1.077 2.518
C -5.616 2.975 1.704
C 1.871 3.818 1.655
C -6.424 7.392 5.311
N 1.000 -6.395 -2.740
H -5.343 5.673 4.773
C -6.211 6.244 4.443
H 1.249 -0.589 -8.111
H 2.967 -0.384 -7.739
H -9.828 1.443 4.222
H 1.337 -2.907 1.479
H -9.245 2.547 2.967
H -4.930 3.190 2.522
C 2.983 0.951 5.737
N -6.591 8.297 5.996
H 2.306 -2.004 -8.028
N 1.816 3.159 5.004
B -1.043 -2.194 0.347
C 1.814 -1.157 -6.175
C -9.404 1.499 3.221
H -1.133 -0.298 0.394
C -8.146 0.770 3.161
H 9.404 -1.566 -4.743
H 0.539 -6.421 -3.638
O 3.277 -3.768 0.213
H 8.596 -2.539 -3.505
H 1.882 -4.583 -2.087
H 3.928 0.826 5.211
N 4.501 0.965 -6.222
N 1.266 1.371 1.010
H 0.793 -0.387 -2.646
N -7.715 4.505 1.846
H -7.080 5.590 4.448
H 4.551 -0.554 -3.466
C 2.769 -2.717 -0.011
H 1.801 4.465 0.782
C -1.669 2.460 3.310
N 0.608 -0.694 -1.695
C 2.332 2.185 5.325
C 0.924 -5.118 -2.055
H -5.076 3.111 0.769
N 0.287 -2.584 -0.292
C 5.357 -0.413 -4.188
N 0.193 -2.768 -2.624
H 0.708 -5.290 -0.996
H 5.732 -1.388 -4.497
H 6.162 0.115 -3.676
H -1.004 0.977 4.651
C -2.313 -3.082 0.187
Cl 3.589 -1.557 -1.088
N -7.149 0.204 3.101
H -2.107 -4.071 -0.221
H 1.194 4.189 2.423
O -1.049 -1.012 1.055
C -0.782 1.365 3.657
H 1.480 -1.230 0.913
H 2.347 0.094 5.520
H 3.183 0.968 6.807
H 0.255 1.688 3.654
N 8.511 0.440 -2.481
H -5.923 1.933 1.784
H -6.043 6.565 3.416
C 1.438 -2.279 0.590
C 0.395 -2.026 -1.564
N 1.578 -1.265 -5.057
H -0.370 -4.461 -3.670
H -2.800 -3.168 1.164
C 9.310 -1.733 -3.671
N -2.363 3.329 3.026
C -6.781 3.841 1.766
C 4.875 0.345 -5.332
H -1.111 -4.315 -2.094
C 8.870 -0.516 -3.003
H 0.700 -7.171 -2.168
C -0.166 -4.193 -2.630
C 2.100 -1.028 -7.592
H -0.868 0.544 2.947
C 1.538 2.451 1.293
```



Entry 7:
C4H2ClO2 | ωB97M-V with the def2-TZVPD basis set

The HOMO energy comes out at -3.4 eV. The total energy comes out at -20795.790 eV. Its energy above the lowest of the compared OMol25 structures with the same formula, charge and spin is 268.6 kJ/mol. For the HOMO-LUMO gap, the calculation gives 7.095 eV. The value obtained for the LUMO energy is 3.7 eV. As for the charge: -1.

```
9
C4H2ClO2 (ωB97M-V with the def2-TZVPD basis set)
Cl -0.975 0.446 2.882
O -4.706 1.153 1.959
H 0.523 -0.383 -1.097
C -1.320 -0.067 -0.281
C -3.531 0.921 2.099
C -2.326 0.655 1.812
C -0.001 -0.064 -0.218
O -2.326 -0.264 -0.879
H 0.550 0.194 0.661
```



Entry 8:
C19H29CaF6NO4S2 | ωB97M-V with the def2-TZVPD basis set

The HOMO energy comes out at -7.4 eV. The total energy comes out at -86267.535 eV. Its energy above the lowest of the compared OMol25 structures with the same formula, charge and spin is 239.1 kJ/mol. For the HOMO-LUMO gap, the calculation gives 7.683 eV. The value obtained for the LUMO energy is 0.3 eV. As for the charge: 0.

```
62
C19H29CaF6NO4S2 (ωB97M-V with the def2-TZVPD basis set)
H 2.407 0.807 -1.378
H 4.800 2.961 -1.201
F -4.272 -1.267 2.357
C 3.941 -0.217 3.636
H 0.883 -1.667 2.946
O -3.761 -0.985 -0.394
C 0.960 1.139 2.661
C 0.339 4.586 3.354
F -3.968 0.861 2.109
H 1.492 -0.871 4.414
F -2.417 -0.355 3.023
H 3.058 3.222 -1.166
C 3.347 -1.658 1.649
C 2.816 -0.645 2.679
H 0.718 0.916 3.696
H 2.227 -2.365 3.849
H 3.426 -0.437 -0.654
O 0.484 -1.550 -0.411
H -0.996 2.298 4.244
C 3.778 1.586 0.109
O -1.875 0.530 0.079
H 5.416 2.001 1.460
C 1.785 -1.423 3.522
H 4.706 0.353 3.113
C -0.346 -3.970 0.089
C 1.755 2.687 1.217
H 5.918 1.346 -0.104
C -0.310 3.461 2.537
F -1.450 -4.678 0.252
Ca -0.137 -0.159 1.038
H 3.725 -2.549 2.157
F 0.320 -3.902 1.243
H 5.242 0.281 1.118
S -0.786 -2.246 -0.421
H 0.768 4.185 4.274
H 4.117 0.681 -1.841
H -0.238 4.641 0.704
H 4.160 -1.260 1.055
F 0.418 -4.526 -0.830
C -3.385 -0.322 2.096
C 5.167 1.273 0.686
O -1.504 -2.283 -1.644
H 1.819 3.583 0.617
C -1.409 2.811 3.375
N -1.657 -1.808 0.835
H 4.065 3.747 0.199
C 2.660 1.594 1.160
H 3.530 0.417 4.423
C 3.412 0.592 -1.009
C 0.754 2.454 2.144
H 1.143 5.057 2.787
H 4.415 -1.086 4.104
S -2.657 -0.644 0.420
H -2.116 3.567 3.723
H -1.950 2.094 2.762
H -0.401 5.347 3.613
H 2.546 -1.958 0.971
H -1.347 3.264 0.638
H -1.785 4.722 1.553
C 2.183 0.612 2.060
C -0.960 4.060 1.278
C 3.923 2.969 -0.552
```



Entry 9:
C5H13N3O | ωB97M-V with the def2-TZVPD basis set

The HOMO energy comes out at -8.4 eV. The total energy comes out at -11911.928 eV. Its energy above the lowest of the compared OMol25 structures with the same formula, charge and spin is 259.4 kJ/mol. For the HOMO-LUMO gap, the calculation gives 9.234 eV. The value obtained for the LUMO energy is 0.8 eV. As for the charge: 0. Its SMILES is C/N=N/N(C)C(C)(C)O.

```
22
C5H13N3O (ωB97M-V with the def2-TZVPD basis set)
N 2.196 0.106 0.214
H 2.686 1.560 -1.230
H -2.721 1.453 0.045
H -2.259 -0.897 1.446
N 0.994 0.336 -0.128
C -1.376 -0.375 -1.584
H -0.271 -2.403 0.970
H -2.298 0.052 -1.969
C 0.368 -1.555 1.249
N 0.070 -0.421 0.401
C 3.132 1.000 -0.406
H 3.484 1.716 0.351
H -1.379 -1.442 -1.790
C -1.675 1.281 0.297
H -0.531 0.094 -2.062
C -1.300 -0.159 -0.069
H -1.056 1.973 -0.260
H 3.988 0.407 -0.744
H 1.427 -1.796 1.078
H -1.525 1.451 1.364
H 0.225 -1.306 2.313
O -2.178 -1.075 0.517
```



Entry 10:
C54H74AsBN6OPSTi | ωB97M-V with the def2-TZVPD basis set

The HOMO energy (spin up / spin down) comes out at -12.1 / -12.1 eV. The total energy comes out at -172932.281 eV. The spin multiplicity is 2. Its energy above the lowest of the compared OMol25 structures with the same formula, charge and spin is 184.0 kJ/mol. For the HOMO-LUMO gap (spin up / spin down), the calculation gives 6.217 / 6.655 eV. The value obtained for the LUMO energy (spin up / spin down) is -5.9 / -5.5 eV. As for the charge: +2.

```
140
C54H74AsBN6OPSTi (ωB97M-V with the def2-TZVPD basis set)
C -1.938 -1.485 0.416
H 3.226 0.721 -4.195
C -0.757 -3.223 -2.082
C -4.080 1.577 -4.713
H 3.110 -5.638 5.743
B -1.790 2.606 -3.017
C 1.808 -2.814 2.310
H 0.202 -5.148 4.093
H -2.499 0.645 1.812
C 2.708 -5.889 2.395
C -1.067 -4.438 5.663
N -1.549 0.069 -2.511
H -4.033 -1.915 0.310
C 2.700 2.446 2.026
C 3.016 -6.093 4.763
H -4.838 0.958 -5.185
C 2.784 -7.274 2.270
C 2.971 -8.067 3.391
C -3.147 0.698 -3.947
H -3.730 -1.308 -4.546
H -1.965 1.300 3.358
N -2.204 1.131 -3.106
O 0.620 2.351 0.394
C -0.459 4.475 -5.084
H -0.377 -1.833 7.718
H 0.141 6.360 0.455
H 3.851 0.249 -1.752
As 2.699 -3.366 4.014
S 1.914 3.148 0.566
C 3.871 1.539 -3.874
C 3.324 2.197 -2.591
H 0.819 1.783 2.878
C -1.442 -3.010 -4.430
H -1.078 5.220 -4.582
H -0.562 -2.454 -4.762
C 1.897 2.637 -2.918
H 4.123 4.184 -3.095
H -3.086 -4.350 -2.830
H 2.256 -3.393 1.519
H -0.953 1.509 1.922
H -4.763 3.506 2.166
H -2.248 -2.841 -5.145
H 2.573 -5.305 1.493
P 0.849 -0.765 0.583
C -0.963 -1.516 2.591
H -1.822 -5.196 5.490
H 3.684 -2.587 -4.077
C 1.926 -1.313 2.024
C -3.306 -2.007 2.324
H 2.699 -7.727 1.290
C 0.889 -2.527 6.127
H -2.357 3.215 -3.863
H -2.221 3.680 3.876
C -3.183 4.272 -0.033
H -2.463 5.858 -2.738
H -1.198 -4.075 -4.445
H 4.508 -3.265 -1.840
H 2.392 4.119 -4.491
H -4.265 -2.266 2.755
C -2.911 4.261 -1.387
H -4.017 -2.898 -3.178
H -2.127 -3.536 7.300
H -1.071 -4.243 -1.850
C -2.587 3.136 0.509
H 4.873 1.140 -3.691
C 3.093 -7.471 4.641
C 0.290 3.633 -4.106
H 0.537 -0.434 -2.208
C -2.096 -1.066 -3.062
H 1.670 -1.124 -4.228
C 1.377 4.744 1.187
H -2.621 4.858 2.619
C -0.796 -1.387 1.208
C -1.979 1.477 2.282
C 2.030 -1.477 -3.268
H -4.318 2.238 3.319
C 1.746 -1.561 -0.845
H 1.142 5.602 -0.793
N -0.272 2.790 -3.234
N -2.178 3.168 -1.637
H 3.937 2.259 -4.690
N 0.696 2.167 -2.480
H 2.948 -1.045 1.757
C -4.198 2.579 2.287
H 3.253 -8.083 5.520
C 1.372 -1.110 -2.112
H -0.609 -2.724 -1.137
C -2.119 3.908 2.812
C -0.258 -2.551 6.915
H -1.057 4.032 2.584
H -4.634 1.826 1.625
C 2.809 -5.285 3.644
H 0.202 -3.293 -2.589
C 0.074 -4.406 4.873
H 0.781 -3.151 2.390
C 1.764 2.218 3.205
C -3.105 -0.672 -3.941
H 4.157 1.599 -0.669
C -3.165 -3.282 -2.618
H 3.895 3.914 -1.365
C 3.604 -2.675 -1.931
H 2.235 1.524 3.901
H -3.560 2.130 -5.497
C -3.320 5.262 -2.414
H -3.759 5.017 0.495
C 0.539 5.411 0.098
H -0.141 -1.386 3.280
H -4.056 5.935 -1.982
H 3.365 -2.611 0.159
H 3.124 1.506 1.666
H -4.575 2.295 -4.059
C 1.064 -3.450 5.099
Ti -0.371 1.154 -0.974
H -0.302 4.774 -0.183
H 2.510 1.017 -0.921
H 1.683 -0.718 2.903
H 3.526 3.119 2.273
H 1.665 -1.796 6.328
H 2.302 5.293 1.383
C 2.924 -2.306 -0.775
H 0.822 4.614 2.116
C -1.832 -2.598 -2.992
N -1.974 2.451 -0.484
C -2.709 2.770 1.971
C 4.186 3.440 -2.301
H -2.277 -1.930 4.214
H -1.111 3.875 -5.719
H -3.375 -3.165 -1.553
C 1.656 3.562 -3.932
H -1.896 -1.312 -0.641
C -1.236 -3.508 6.684
H 3.022 -9.144 3.296
H 5.231 3.130 -2.216
C 3.149 -2.289 -3.183
C -2.196 -1.825 3.139
H -3.755 4.793 -3.296
H 0.253 4.998 -5.717
C -3.173 -1.818 0.961
H 1.557 3.140 3.749
C 3.459 1.207 -1.413
```



Entry 11:
C3H4LiO3 | ωB97M-V with the def2-TZVPD basis set

The HOMO energy (spin up / spin down) comes out at -0.5 / -0.5 eV. The total energy comes out at -9519.046 eV. Its energy above the lowest of the compared OMol25 structures with the same formula, charge and spin is 499.4 kJ/mol. For the HOMO-LUMO gap (spin up / spin down), the calculation gives 2.220 / 2.221 eV. The value obtained for the LUMO energy (spin up / spin down) is 1.7 / 1.8 eV. As for the charge: -1.

```
11
C3H4LiO3 (ωB97M-V with the def2-TZVPD basis set)
H 0.724 1.223 0.728
C 1.521 -0.474 -0.412
O -2.861 0.130 -0.066
H 2.567 -0.245 -0.139
H 2.854 0.810 2.126
H -3.605 0.615 0.309
C -1.743 0.748 0.258
O -0.776 -0.047 -0.108
C 0.578 0.287 0.197
O 1.285 -1.400 -1.287
Li -0.543 -1.648 -1.606
```